# C14H23Cl5FeGePSe5

C14H23Cl5FeGePSe5 as an isolated structure at a distorted geometry (ωB97M-V/def2-TZVPD, the Open Molecules 2025 dataset).

As for the energy: -504428.233 eV. The LUMO energy (spin up / spin down) is -0.28 / -2.40 eV. The calculation puts the HOMO energy (spin up / spin down) at -6.989 / -7.773 eV. The charge is 0. The spin multiplicity is 6. As for the frontier orbital gap (spin up / spin down): 6.713 / 5.372 eV.

Structure (XYZ):
```
50
C14H23Cl5FeGePSe5 | the Open Molecules 2025 dataset | ωB97M-V/def2-TZVPD
Fe 1.462 1.008 0.677
Se 0.864 0.868 3.068
Se 2.650 0.740 4.408
Se 4.426 1.349 2.907
Se 3.805 0.327 0.942
C -3.435 -3.788 2.145
Ge -2.226 -3.254 0.726
C -3.187 -2.413 -0.736
C -1.231 -4.785 0.061
C -0.973 -1.930 1.442
Se 0.397 -1.428 0.141
C 1.765 -2.636 0.802
H -4.148 -4.528 1.775
H -3.997 -2.931 2.519
H -2.885 -4.232 2.977
H -3.850 -3.130 -1.223
H -2.486 -2.036 -1.484
H -3.791 -1.577 -0.378
H -1.910 -5.485 -0.429
H -0.726 -5.314 0.872
H -0.484 -4.471 -0.671
H -0.440 -2.280 2.326
H -1.500 -1.014 1.711
H 1.371 -3.649 0.765
H 2.029 -2.349 1.815
H 2.638 -2.546 0.164
C 0.478 1.249 -2.810
P 1.930 1.292 -1.707
C 3.019 0.060 -2.504
C 2.738 2.854 -2.165
H 0.794 1.312 -3.854
H -0.189 2.083 -2.588
H -0.079 0.324 -2.660
H 3.086 0.233 -3.580
H 2.623 -0.943 -2.338
H 4.017 0.112 -2.070
H 2.934 2.879 -3.240
H 3.676 2.945 -1.619
H 2.103 3.698 -1.898
Cl 2.148 3.861 1.277
C 0.449 3.783 0.835
C -0.045 2.536 0.487
C -1.386 2.511 0.166
Cl -2.106 0.977 -0.321
C -2.212 3.637 0.184
Cl -3.881 3.533 -0.231
C -1.665 4.866 0.545
Cl -2.646 6.278 0.584
C -0.311 4.946 0.873
Cl 0.387 6.457 1.313
```

# C14H23F5N2O5S

A 2-piece molecular cluster, C14H23F5N2O5S overall at a distorted geometry (ωB97M-V/def2-TZVPD, the Open Molecules 2025 dataset).

As for the energy: -52530.408 eV. The LUMO energy (spin up / spin down) is 2.33 / 2.27 eV. The calculation puts the HOMO energy (spin up / spin down) at -4.565 / -4.565 eV. The charge is -1. The spin multiplicity is 2. As for the frontier orbital gap (spin up / spin down): 6.898 / 6.832 eV.

Structure (XYZ):
```
50
C14H23F5N2O5S | the Open Molecules 2025 dataset | ωB97M-V/def2-TZVPD
C 1.669 -2.002 -3.222
N 0.481 -1.112 -3.286
C 0.970 0.315 -3.319
C 0.209 1.366 -4.172
O -0.753 1.911 -3.601
O 0.667 1.593 -5.301
S -0.390 -1.652 -4.593
O -0.613 -3.057 -4.366
O 0.125 -1.322 -5.882
C -2.120 -0.940 -4.411
F -2.275 0.169 -5.117
F -2.902 -1.895 -4.981
C -2.653 -0.798 -2.954
F -1.870 -0.136 -2.136
F -2.867 -2.019 -2.444
F -3.839 -0.166 -3.018
H 2.258 -1.943 -4.136
H 2.287 -1.605 -2.422
H 1.386 -3.016 -2.982
H 2.022 0.347 -3.587
H 0.897 0.655 -2.288
C 1.708 1.941 3.419
C 0.929 1.518 2.160
C -0.490 2.087 2.194
C -1.410 1.370 3.180
C -1.411 -0.134 2.912
C -0.011 -0.746 2.909
N 0.909 0.029 2.022
O 0.711 -0.293 0.788
C 0.531 -0.817 4.352
C -0.084 -2.186 2.417
C 1.683 2.130 0.985
H 1.235 1.653 4.354
H 2.715 1.522 3.404
H 1.798 3.027 3.442
H -0.926 2.016 1.194
H -0.438 3.151 2.434
H -1.108 1.581 4.211
H -2.425 1.758 3.075
H -2.021 -0.650 3.657
H -1.884 -0.315 1.942
H 1.609 -0.986 4.356
H 0.064 -1.649 4.879
H 0.317 0.070 4.944
H -0.544 -2.262 1.434
H -0.688 -2.771 3.111
H 0.910 -2.633 2.366
H 2.680 1.696 0.889
H 1.791 3.202 1.151
H 1.158 1.994 0.042
```

# C14H23IrN2PSe

C14H23IrN2PSe as an isolated structure at a distorted geometry (ωB97M-V/def2-TZVPD, the Open Molecules 2025 dataset).

The value obtained for the relative energy (zero: lowest compared OMol25 entry of this formula, charge and spin) is 21.1 kJ/mol. As for the energy: -95322.481 eV. The LUMO energy (spin up / spin down) is -6.70 / -9.72 eV. The calculation puts the HOMO energy (spin up / spin down) at -13.288 / -15.085 eV. The charge is +2. The spin multiplicity is 6. As for the frontier orbital gap (spin up / spin down): 6.583 / 5.367 eV.

Structure (XYZ):
```
42
C14H23IrN2PSe | the Open Molecules 2025 dataset | ωB97M-V/def2-TZVPD
C -0.211 -2.692 -2.637
C 0.561 -1.557 -2.839
C 0.913 -0.731 -1.787
C 0.556 -1.132 -0.499
C -0.258 -2.249 -0.277
C -0.593 -3.041 -1.348
C 1.697 0.507 -2.067
C 1.335 1.689 -1.159
N 0.248 2.462 -1.617
Ir 1.093 -0.105 1.162
C -0.752 -2.501 1.103
P -0.885 -0.759 1.820
H 0.895 -1.263 -3.819
H -1.190 -3.914 -1.145
H -0.506 -3.297 -3.468
H -0.035 -3.039 1.743
H -1.755 -2.951 1.140
H 2.767 0.323 -1.918
H 1.502 0.823 -3.094
H 1.171 1.317 -0.096
C -1.474 -1.040 3.506
C -2.405 -0.186 0.964
H 2.205 2.376 -1.065
C -1.057 1.891 -1.800
C 0.237 3.843 -1.242
H 1.664 0.439 3.458
H -1.642 2.627 -2.372
H -1.024 0.957 -2.375
H -1.600 1.690 -0.855
H -0.495 4.363 -1.878
H -0.033 4.007 -0.180
H 1.235 4.264 -1.413
H -3.204 -0.892 1.233
H -2.611 0.826 1.334
H -2.260 -0.168 -0.126
H -2.371 -1.678 3.449
H -0.683 -1.524 4.091
H -1.713 -0.049 3.911
H 0.368 1.308 1.432
Se 4.611 -0.480 4.587
C 3.394 -0.440 3.343
N 2.306 -0.024 2.799
```

# C14H23N2

An isolated ion of composition C14H23N2 and charge +1 at a distorted geometry (ωB97M-V/def2-TZVPD, the Open Molecules 2025 dataset).

The value obtained for the relative energy (zero: lowest compared OMol25 entry of this formula, charge and spin) is 0.0 kJ/mol. As for the energy: -17865.077 eV. The LUMO energy is -2.41 eV. The calculation puts the HOMO energy at -12.172 eV. The charge is +1. As for the frontier orbital gap: 9.766 eV.

Structure (XYZ):
```
39
C14H23N2 | the Open Molecules 2025 dataset | ωB97M-V/def2-TZVPD
C 1.144 2.479 -1.969
C -0.167 2.350 -1.235
C -0.650 3.650 -0.636
N -0.009 1.394 -0.069
C -0.052 0.003 -0.327
C 1.265 -0.686 -0.015
C 1.654 -1.836 -0.714
C 2.814 -2.506 -0.318
C 3.590 -2.003 0.728
C 3.188 -0.871 1.423
C 1.994 -0.222 1.085
N -1.127 -0.545 0.452
C -1.006 -1.868 0.985
C -2.430 -2.293 1.353
C -3.364 -1.325 0.612
C -2.486 -0.186 0.067
H 0.993 3.147 -2.827
H 1.906 2.952 -1.338
H 1.538 1.521 -2.326
H -0.913 1.862 -1.860
H -0.877 4.350 -1.447
H -1.552 3.491 -0.031
H 0.121 4.092 0.006
H -0.740 1.568 0.631
H 0.885 1.653 0.345
H -0.279 -0.119 -1.407
H 1.002 -2.232 -1.500
H 3.107 -3.426 -0.826
H 4.535 -2.476 0.994
H 3.777 -0.459 2.241
H 1.583 0.553 1.743
H -0.359 -1.869 1.878
H -0.567 -2.596 0.288
H -2.575 -2.206 2.437
H -2.613 -3.329 1.060
H -3.847 -1.828 -0.231
H -4.139 -0.912 1.261
H -2.584 -0.059 -1.029
H -2.759 0.789 0.516
```

# C14H23N2PSTc

C14H23N2PSTc as an isolated structure at a distorted geometry (ωB97M-V/def2-TZVPD, the Open Molecules 2025 dataset).

The value obtained for the relative energy (zero: lowest compared OMol25 entry of this formula, charge and spin) is 0.0 kJ/mol. As for the energy: -40174.668 eV. The LUMO energy (spin up / spin down) is -8.59 / -10.93 eV. The calculation puts the HOMO energy (spin up / spin down) at -15.261 / -15.224 eV. The charge is +2. The spin multiplicity is 4. As for the frontier orbital gap (spin up / spin down): 6.669 / 4.293 eV.

Structure (XYZ):
```
42
C14H23N2PSTc | the Open Molecules 2025 dataset | ωB97M-V/def2-TZVPD
C 2.193 1.881 -2.625
C 0.833 2.181 -2.486
C 0.089 1.715 -1.395
C 0.726 0.930 -0.425
C 2.090 0.619 -0.567
C 2.819 1.121 -1.636
C -1.326 2.187 -1.266
C -2.462 1.196 -0.966
N -2.036 -0.137 -0.479
Tc -0.398 0.069 1.147
C 2.749 -0.263 0.449
P 1.423 -1.253 1.262
H 0.341 2.779 -3.245
H 3.885 0.900 -1.696
H 2.750 2.240 -3.478
H 3.266 0.307 1.238
H 3.475 -0.954 -0.001
H -1.376 2.981 -0.502
H -1.601 2.671 -2.211
H -3.112 1.637 -0.197
C 2.196 -1.835 2.794
C 1.388 -2.733 0.215
H -3.065 1.021 -1.876
C -1.589 -0.967 -1.612
C -3.210 -0.798 0.130
H 0.536 0.173 2.476
H -2.425 -1.066 -2.331
H -0.732 -0.510 -2.112
H -1.288 -1.953 -1.234
H -3.931 -1.063 -0.662
H -2.873 -1.693 0.668
H -3.684 -0.110 0.837
H 2.330 -3.284 0.340
H 0.538 -3.360 0.515
H 1.270 -2.451 -0.838
H 3.131 -2.369 2.580
H 2.394 -0.972 3.441
H 1.482 -2.502 3.295
H -0.384 -1.147 2.224
S -2.893 2.243 4.481
C -2.080 1.550 3.312
N -1.438 1.020 2.433
```

Copy entry 1 word for word.
# C14H23Cl5FeGePSe5

C14H23Cl5FeGePSe5 as an isolated structure at a distorted geometry (ωB97M-V/def2-TZVPD, the Open Molecules 2025 dataset).

As for the energy: -504428.233 eV. The LUMO energy (spin up / spin down) is -0.28 / -2.40 eV. The calculation puts the HOMO energy (spin up / spin down) at -6.989 / -7.773 eV. The charge is 0. The spin multiplicity is 6. As for the frontier orbital gap (spin up / spin down): 6.713 / 5.372 eV.

Structure (XYZ):
```
50
C14H23Cl5FeGePSe5 | the Open Molecules 2025 dataset | ωB97M-V/def2-TZVPD
Fe 1.462 1.008 0.677
Se 0.864 0.868 3.068
Se 2.650 0.740 4.408
Se 4.426 1.349 2.907
Se 3.805 0.327 0.942
C -3.435 -3.788 2.145
Ge -2.226 -3.254 0.726
C -3.187 -2.413 -0.736
C -1.231 -4.785 0.061
C -0.973 -1.930 1.442
Se 0.397 -1.428 0.141
C 1.765 -2.636 0.802
H -4.148 -4.528 1.775
H -3.997 -2.931 2.519
H -2.885 -4.232 2.977
H -3.850 -3.130 -1.223
H -2.486 -2.036 -1.484
H -3.791 -1.577 -0.378
H -1.910 -5.485 -0.429
H -0.726 -5.314 0.872
H -0.484 -4.471 -0.671
H -0.440 -2.280 2.326
H -1.500 -1.014 1.711
H 1.371 -3.649 0.765
H 2.029 -2.349 1.815
H 2.638 -2.546 0.164
C 0.478 1.249 -2.810
P 1.930 1.292 -1.707
C 3.019 0.060 -2.504
C 2.738 2.854 -2.165
H 0.794 1.312 -3.854
H -0.189 2.083 -2.588
H -0.079 0.324 -2.660
H 3.086 0.233 -3.580
H 2.623 -0.943 -2.338
H 4.017 0.112 -2.070
H 2.934 2.879 -3.240
H 3.676 2.945 -1.619
H 2.103 3.698 -1.898
Cl 2.148 3.861 1.277
C 0.449 3.783 0.835
C -0.045 2.536 0.487
C -1.386 2.511 0.166
Cl -2.106 0.977 -0.321
C -2.212 3.637 0.184
Cl -3.881 3.533 -0.231
C -1.665 4.866 0.545
Cl -2.646 6.278 0.584
C -0.311 4.946 0.873
Cl 0.387 6.457 1.313
```